# 1
C6H12O | wB97M-V/def2-TZVPD

Calculated values
lowest unoccupied orbital energy = 1.032 eV
energy = -8463.058 eV
structure (SMILES) = CC(C)[C@H]1C[C@H]1O
frontier orbital gap = 10.85 eV

The geometry in XYZ format:
```
19
C6H12O | the Open Molecules 2025 dataset | wB97M-V/def2-TZVPD
C -1.532 -0.906 0.293
C -0.172 -0.269 0.632
C -0.344 0.398 1.992
C 0.358 0.731 -0.398
C 1.798 0.707 -0.884
C 0.692 0.260 -1.787
O 0.610 -1.110 -2.041
H -1.563 -1.445 -0.659
H -1.791 -1.629 1.076
H -2.329 -0.154 0.263
H 0.570 -1.073 0.711
H -0.804 -0.288 2.714
H -1.019 1.258 1.896
H 0.611 0.745 2.390
H -0.077 1.728 -0.311
H 2.302 1.647 -1.101
H 2.470 -0.069 -0.525
H 0.422 0.885 -2.639
H -0.201 -1.418 -1.621
```

***

# 2
C6H12O | wB97M-V/def2-TZVPD

Calculated values
lowest unoccupied orbital energy = 0.796 eV
energy = -8462.570 eV
structure (SMILES) = C=C(C)/C=C/C.O
frontier orbital gap = 9.39 eV

The geometry in XYZ format:
```
19
C6H12O | the Open Molecules 2025 dataset | wB97M-V/def2-TZVPD
C -1.358 -0.709 -1.323
C -1.135 0.101 -0.287
C -1.785 1.467 -0.251
C -0.082 -0.176 0.727
C 0.695 -1.262 0.800
C 1.485 -1.601 2.002
H -2.204 -0.545 -1.984
H -0.858 -1.655 -1.492
H -1.553 2.005 -1.174
H -2.845 1.365 -0.038
H -1.266 2.130 0.445
H -0.255 0.325 1.656
H 0.796 -1.845 -0.111
H 2.549 -1.752 1.774
H 1.254 -2.588 2.404
H 1.377 -0.882 2.807
O 1.685 1.935 -2.387
H 2.140 2.475 -1.728
H 1.359 1.212 -1.839
```

***

# 3
C6H12O | wB97M-V/def2-TZVPD

Calculated values
lowest unoccupied orbital energy = 0.667 eV
energy = -8460.084 eV
frontier orbital gap = 9.33 eV

The geometry in XYZ format:
```
19
C6H12O | the Open Molecules 2025 dataset | wB97M-V/def2-TZVPD
C -0.746 -1.849 1.138
C -1.092 -0.211 -0.262
C -0.009 0.601 -0.598
C 0.757 0.367 -1.879
C 0.249 1.872 0.181
C 1.022 0.793 0.827
O 0.621 0.168 1.876
H -0.617 -2.103 2.196
H -0.070 -2.477 0.551
H -1.780 -2.101 0.894
H -1.889 0.179 0.363
H -1.400 -0.964 -0.978
H 0.819 -0.698 -2.126
H 0.262 0.879 -2.712
H 1.779 0.756 -1.823
H -0.586 2.255 0.768
H 0.800 2.638 -0.362
H 2.045 0.620 0.469
H -0.165 -0.724 1.477
```

***

Asked for energy above the lowest of the compared OMol25 structures with the same formula, charge and spin across the records above, the calculation gives 29.9; 41.1; 98.5 kcal/mol in order.